Entry 1:
Computed, not measured: 5 unconnected molecules or ions with the total composition C23H55ClN5O6S, with ωB97M-V/def2-TZVPD.

For the LUMO energy, the calculation gives -2.7 eV. Its HOMO energy is -0.428 Ha. The molar mass comes out at 565.2 g/mol. Its net charge is +1. As for the total energy: -2492.68286 Eh. The spin multiplicity is 1. Its HOMO-LUMO gap is 8.9199 eV.

Each line ends with the Löwdin charge.
Cartesian coordinates (Å):
Cl  0.6893  -1.9615  3.1482  0.68
S  1.9298  0.4093  -4.1750  0.86
O  -6.5540  -0.8541  -3.5935  -0.09
O  -4.9661  1.2258  -0.2539  -0.04
O  -1.3754  -0.5010  -5.6997  -0.10
O  0.5414  5.1173  6.2786  -0.09
O  -6.2809  0.6708  1.4620  0.15
O  5.8813  -1.0256  0.4934  -0.11
N  2.4699  -0.3029  -1.2952  0.16
N  -0.8897  2.5558  3.4334  0.02
N  0.8286  1.2017  -0.4767  0.02
N  1.3045  1.0816  -2.7330  -0.29
N  2.3720  -2.4432  -0.2728  0.10
C  -1.4591  2.3183  -0.3887  -0.16
C  2.0371  -0.9357  2.5003  -0.59
C  1.5475  0.6495  -1.4879  -0.39
C  0.9115  1.8643  1.9502  -0.13
C  1.4996  0.9960  0.8398  -0.21
C  -3.5827  0.8840  -0.1252  -0.18
C  3.6604  -1.8798  4.2091  -0.10
C  -0.2729  4.3276  7.1405  -0.33
C  -2.8127  2.1353  0.3086  -0.15
C  -1.1233  -1.4131  -6.7675  -0.31
C  3.3515  -1.6757  2.7220  -0.28
C  6.4844  -1.8288  -0.5319  -0.31
C  -0.3245  1.3965  2.7205  -0.27
C  7.6522  -2.6401  -0.0133  -0.08
C  -6.1371  -0.8888  -0.3450  0.02
C  0.2676  2.9200  7.2950  -0.10
C  -5.8267  0.3729  0.3985  -0.53
C  -5.2953  -1.5009  -5.5915  -0.09
C  1.6585  -0.5169  1.0593  -0.24
C  -6.2606  -1.9184  -4.4984  -0.31
C  -0.0458  -2.4246  -6.4260  -0.09
C  -0.6497  1.0228  -0.5802  -0.13
C  2.6340  -1.0447  -0.0013  -0.32
H  0.3045  2.4331  6.3164  0.05
H  -5.6527  -0.9404  -1.3188  0.06
H  -5.8498  -1.7445  0.2690  0.10
H  4.7242  -2.0839  4.3368  0.08
H  5.6926  -2.4872  -0.8931  0.10
H  -6.9573  -0.1403  -4.0967  0.09
H  -3.2320  0.5094  -1.0930  0.13
H  2.0541  -0.0626  3.1511  0.09
H  -1.2983  4.2997  6.7561  0.11
H  -0.0138  0.6925  3.4926  0.08
H  -0.9697  0.2219  0.0898  0.12
H  -0.5616  -0.0280  -5.5045  0.02
H  1.6298  -0.8565  -3.8458  -0.09
H  8.4416  -1.9844  0.3590  0.08
H  -0.8569  -0.8633  -7.6753  0.11
H  0.9085  -1.9226  -6.2392  0.05
H  -2.7041  2.1614  1.3960  0.09
H  4.1577  -1.1028  2.2541  0.10
H  -1.0582  0.9067  2.0755  0.09
H  3.3482  -0.1030  -1.7640  0.15
H  -4.3636  -1.1326  -5.1599  0.07
H  -5.8283  -2.7098  -3.8867  0.11
H  -0.8373  0.6584  -1.5919  0.12
H  6.5574  -0.4320  0.8363  0.09
H  -7.1876  -2.3037  -4.9338  0.11
H  1.7113  2.0165  2.6818  0.13
H  -5.7224  -0.7003  -6.1994  0.08
H  -0.3607  2.3225  7.9569  0.07
H  -0.3178  -2.9841  -5.5301  0.08
H  3.3956  -1.0046  4.8053  0.08
H  7.3354  -3.2854  0.8057  0.08
H  3.6797  -0.8827  0.2674  0.11
H  -0.8536  3.0544  0.1408  0.10
H  2.5107  1.3936  0.6834  0.16
H  1.2807  2.9380  7.6977  0.07
H  -0.9859  3.3369  2.7895  0.07
H  3.2232  -2.9786  -0.3702  0.08
H  -0.2908  4.8451  8.0982  0.11
H  -5.0676  -2.3395  -6.2505  0.07
H  3.1194  -2.7429  4.5983  0.07
H  0.6797  1.8686  -2.8325  0.12
H  3.3074  -2.6573  2.2414  0.11
H  0.1049  -3.1288  -7.2440  0.08
H  1.8041  -2.8692  0.4475  0.07
H  -3.4760  0.0903  0.6220  0.14
H  0.5470  4.6838  5.4195  0.06
H  -3.4486  2.9876  0.0591  0.13
H  0.6971  -0.9854  0.8227  0.12
H  -7.2166  -0.9410  -0.5037  0.10
H  8.0740  -3.2606  -0.8036  0.08
H  -2.0720  -1.9141  -6.9503  0.11
H  -1.8390  2.3448  3.7255  0.08
H  -1.6545  2.7459  -1.3784  0.12
H  6.7970  -1.1917  -1.3648  0.11
H  0.7263  2.8592  1.5322  0.11

---

Entry 2:
Computed, not measured: 13 unconnected molecules or ions with the total composition C23H55F17N3O13, with ωB97M-V/def2-TZVPD.

For the LUMO energy, the calculation gives -3.4 eV. Its HOMO energy is -0.395 Ha. The molar mass comes out at 904.7 g/mol. Its net charge is +1. As for the total energy: -3749.02979 Eh. The spin multiplicity is 1. Its HOMO-LUMO gap is 7.3550 eV.

Each line ends with the Löwdin charge.
Cartesian coordinates (Å):
F  -2.9559  1.2623  1.2350  0.18
F  -0.8553  0.0350  0.0411  0.14
F  -4.9890  0.5011  -2.1912  0.17
F  -3.8532  -0.9394  0.7935  0.17
F  -6.0619  -2.1095  -0.1222  0.18
F  -0.2166  -1.0258  -2.1530  0.13
F  1.2924  1.2182  -0.7592  0.16
F  -5.8414  0.6390  -0.1675  0.18
F  -2.9488  -1.0651  -1.1788  0.15
F  -2.2378  0.8371  -2.7575  0.17
F  -3.5761  2.1053  -0.6757  0.17
F  -7.0728  -1.1311  -1.7660  0.21
F  -5.2311  -2.2107  -2.1178  0.19
F  1.8429  1.7183  -2.7871  0.18
F  -0.9181  2.2021  0.0417  0.15
F  -0.7956  2.4275  -2.3909  0.18
F  0.0631  0.2684  -3.8640  0.18
O  4.1652  -3.3726  0.5059  -0.15
O  0.5605  1.5813  2.6951  -0.14
O  -9.1433  -5.0930  8.6208  -0.13
O  8.4501  -3.0350  -6.4168  -0.14
O  2.7623  -0.1036  2.3387  -0.16
O  -5.5430  -4.4339  5.8600  -0.13
O  2.1082  -3.9185  -3.8717  -0.15
O  -5.8761  -4.1304  2.8566  -0.12
O  5.2476  -2.8618  -3.8632  -0.15
O  -1.2584  7.3384  0.1271  -0.13
O  0.7777  5.5308  1.4418  -0.13
O  0.3051  11.4329  -1.7120  -0.13
O  4.0797  1.5211  -0.0792  0.12
N  2.9353  -2.5037  -1.6923  0.28
N  2.3984  -0.3401  -2.0901  0.09
N  1.5184  -1.4256  -0.1237  0.18
C  -2.9579  1.0678  -0.0885  -0.33
C  0.7572  2.7378  3.5115  -0.13
C  1.4195  0.7252  -1.9999  -0.44
C  -3.7103  -0.2921  -0.3712  -0.32
C  5.9041  -3.9430  -4.5418  -0.13
C  3.8339  0.1101  -2.0194  -0.03
C  5.0627  -2.6593  1.3938  -0.09
C  -6.8171  -4.2190  6.4460  -0.17
C  -5.8905  -1.4375  -1.2590  -0.56
C  -1.1450  1.1794  -2.0575  -0.33
C  0.0215  0.2556  -2.5293  -0.33
C  -5.1131  -0.1162  -1.0054  -0.35
C  1.5609  11.5171  -2.3725  -0.16
C  4.0961  0.4232  -0.5592  -0.22
C  -1.4610  1.1071  -0.5128  -0.32
C  -7.1527  -3.5263  2.6689  -0.14
C  2.2665  -1.4744  -1.2972  -0.35
C  -8.4624  -5.2449  9.8582  -0.16
C  3.0374  0.8088  3.4025  -0.13
C  0.7597  -3.9147  -4.3476  -0.12
C  1.1683  5.1418  0.1350  -0.16
C  9.0673  -4.1571  -7.0419  -0.15
C  -0.5833  8.3909  -0.5641  -0.14
H  -0.0194  6.0692  1.3419  0.05
H  4.0935  0.9040  -2.7095  0.14
H  2.1451  0.3427  1.7467  0.03
H  1.9913  -1.9156  0.6353  0.11
H  5.9270  -2.3412  0.8181  0.09
H  2.1244  1.0802  3.9324  0.04
H  8.8921  -5.0125  -6.3930  0.08
H  -7.0971  -2.4371  2.7376  0.08
H  3.5244  1.7131  3.0322  0.09
H  -7.4611  -5.5982  9.6213  0.07
H  0.4728  8.1338  -0.5832  0.07
H  5.3778  -3.3062  2.2108  0.09
H  0.3940  4.5438  -0.3568  0.07
H  5.3871  -2.0673  -4.3878  0.08
H  2.3128  11.1983  -1.6542  0.08
H  -7.8022  -3.8910  3.4609  0.08
H  -2.1941  7.5547  0.1590  0.08
H  -5.6583  -4.5109  4.9061  0.03
H  -0.6954  9.3517  -0.0619  0.08
H  -8.3783  -4.2993  10.4006  0.08
H  10.1448  -4.0203  -7.1506  0.08
H  -10.0351  -4.7828  8.7997  0.07
H  4.3142  -0.4679  0.0524  0.11
H  0.2439  1.8995  1.8455  0.05
H  1.7924  12.5380  -2.6852  0.08
H  1.4930  3.4114  3.0697  0.08
H  3.2940  -3.1750  -1.0111  0.11
H  0.6116  -1.8679  -0.2540  0.12
H  -8.9449  -5.9819  10.5052  0.08
H  3.7106  0.2990  4.0886  0.09
H  8.5994  -2.2639  -6.9711  0.08
H  -5.2871  -3.8159  2.1661  0.07
H  1.6118  10.8603  -3.2454  0.07
H  5.4726  -4.1136  -5.5307  0.08
H  3.1599  -2.6501  -2.6806  0.11
H  1.3731  6.0156  -0.4887  0.07
H  5.7550  -4.8291  -3.9297  0.09
H  1.1120  2.3960  4.4812  0.08
H  -0.3775  11.7187  -2.3255  0.08
H  2.6920  -4.0059  -4.6328  0.08
H  2.0784  4.5502  0.2277  0.08
H  0.5616  -3.0652  -5.0041  0.08
H  -7.2763  -3.2878  6.0964  0.08
H  0.1135  -3.8414  -3.4757  0.08
H  4.5430  -1.7944  1.8115  0.06
H  3.4534  -3.7050  1.0655  0.09
H  -6.6735  -4.1423  7.5208  0.07
H  8.6341  -4.3679  -8.0222  0.08
H  -7.5880  -3.8020  1.7057  0.08
H  -0.1750  3.2874  3.6516  0.09
H  6.9675  -3.7452  -4.6542  0.06
H  0.5254  -4.8393  -4.8752  0.09
H  4.4148  -0.7636  -2.2988  0.11
H  -7.5058  -5.0462  6.2580  0.08
H  -0.9394  8.4866  -1.5920  0.08

---

Which value of net charge does entry 2 give? +1